DFT (ωB97M-V/def2-TZVPD) results for 2 unconnected molecules or ions with the total composition C6H13NO.

Values from the calculation:
Energy relative to the best compared isomer or geometry (same formula, charge and spin), kcal/mol: 40.52
Multiplicity: 1
SMILES string: CC(N)=O.C=CCC
Gap between HOMO and LUMO, eV: 10.25

Geometry as XYZ:
```
21
Properties=species:S:1:pos:R:3:forces:R:3:lowdin_charge:R:1
C -2.217953 -0.900140 0.334812 0.26 0.60 0.01 -0.02
H -2.425885 -0.203282 1.142226 -0.03 0.08 -0.03 0.09
C -0.741466 1.549666 -0.988099 -0.09 -0.34 0.41 -0.02
H 2.018672 1.938964 -0.270536 -0.03 -0.03 -0.18 0.11
C 0.040871 1.188974 0.027477 1.80 2.10 -0.64 -0.21
H -0.475436 1.330882 -2.011930 0.21 0.14 -0.18 0.06
H -0.230517 1.469699 1.036726 -0.28 -0.22 0.20 0.11
H -0.820746 -1.417063 -1.789281 0.32 -0.09 0.03 0.10
H -2.729561 -1.836681 0.560918 0.20 -0.07 -0.02 0.09
C 2.183103 0.234316 1.023972 -0.77 -1.28 0.56 -0.13
C -0.726817 -1.168645 0.267010 -0.54 -3.19 0.38 -0.61
H 0.599693 -2.087960 -0.972193 -0.08 0.12 -0.25 0.12
H 2.258575 0.893093 1.885943 0.21 0.11 0.07 0.07
H 1.708649 0.386526 -1.078817 0.12 0.10 -0.07 0.10
H -2.594543 -0.508483 -0.605095 -0.12 0.10 -0.04 0.07
H 3.154861 -0.186565 0.778407 0.20 0.12 0.10 0.07
H -1.698900 2.023038 -0.833285 -0.22 -0.13 0.07 0.06
O -0.090968 -1.458529 1.281977 -0.85 0.62 -0.64 0.00
C 1.570816 0.949242 -0.153321 -1.48 -0.21 -0.01 -0.25
H 1.490454 -0.611974 1.325082 1.37 1.09 -0.30 0.05
N -0.272902 -1.585077 -0.961992 -0.20 0.36 0.53 0.16
```
Forces are in eV/Å.